(1)
The following is a quantum chemistry calculation of 10 unconnected molecules or ions with the total composition C26H57N3O7S7 in a non-equilibrium geometry, from OMol25.

```
100
C26H57N3O7S7 | OMol25 | ωB97M-V with the def2-TZVPD basis set
C -3.915 13.415 25.759
S -2.597 14.643 25.832
O -1.562 13.998 26.646
C -2.251 14.525 24.124
H -3.404 12.459 25.747
H -4.593 13.560 24.899
H -4.491 13.446 26.686
H -1.288 15.018 23.891
H -3.008 15.048 23.551
H -2.209 13.460 23.778
C -4.571 18.014 18.415
S -4.425 16.273 18.172
O -5.567 15.596 18.840
C -4.935 16.218 16.444
H -5.537 18.426 18.173
H -3.770 18.403 17.770
H -4.392 18.292 19.453
H -4.075 16.584 15.856
H -5.880 16.719 16.209
H -4.873 15.168 16.144
C -0.205 17.946 14.037
S -0.559 17.589 15.743
O -2.076 17.823 15.768
C -0.228 15.778 15.759
H 0.817 17.682 13.733
H -0.442 18.996 13.838
H -0.977 17.378 13.552
H 0.826 15.516 15.797
H -0.728 15.306 14.896
H -0.676 15.469 16.710
C -1.984 10.572 20.702
S -1.552 10.384 18.959
O -0.101 10.139 18.991
C -2.368 8.777 18.616
H -3.059 10.459 20.901
H -1.761 11.612 20.973
H -1.343 9.845 21.179
H -3.454 8.876 18.694
H -2.103 8.005 19.371
H -2.091 8.427 17.615
C 1.524 16.642 19.148
S 3.276 16.722 18.762
O 3.740 17.997 19.407
C 3.744 15.462 19.981
H 1.028 15.725 18.948
H 1.054 17.441 18.553
H 1.416 16.994 20.178
H 3.266 15.800 20.914
H 4.812 15.598 20.090
H 3.414 14.488 19.647
C 2.899 9.080 18.770
S 3.799 9.587 20.254
O 4.874 10.370 19.560
C 2.565 10.741 20.846
H 1.879 8.727 18.936
H 3.536 8.248 18.430
H 3.014 9.940 18.120
H 1.661 10.242 21.278
H 2.179 11.404 20.062
H 3.020 11.314 21.635
C -5.164 18.402 22.939
S -5.281 16.899 21.947
O -3.809 16.683 21.670
C -5.716 15.775 23.304
H -5.950 18.667 23.629
H -5.032 19.167 22.148
H -4.210 18.212 23.403
H -5.578 14.801 22.872
H -6.749 15.954 23.564
H -5.078 16.111 24.143
N 1.183 15.032 25.868
C 1.722 16.249 25.533
C 2.947 16.080 24.960
C 3.238 14.671 25.070
C 2.136 14.075 25.631
H 0.311 14.877 26.349
H 1.110 17.151 25.710
H 3.554 16.824 24.460
H 4.149 14.136 24.786
H 1.939 13.068 25.930
N -5.456 13.180 20.406
C -4.463 13.188 21.371
C -4.825 12.218 22.319
C -6.067 11.631 21.917
C -6.382 12.213 20.708
H -5.582 13.898 19.728
H -3.631 13.846 21.352
H -4.168 11.931 23.161
H -6.543 10.788 22.404
H -7.298 12.159 20.091
N -1.053 15.221 20.928
C 0.082 15.187 21.653
C 0.850 14.116 21.311
C 0.047 13.367 20.375
C -1.105 14.161 20.111
H -1.774 15.908 20.986
H 0.211 15.996 22.348
H 1.768 13.838 21.816
H 0.314 12.446 19.879
H -1.958 13.898 19.536
```

ΔE to the lowest compared entry with this formula, charge and spin: 3.97 kcal per mole
F_max: 0.060 Eh/bohr
HOMO: -7.966 eV
Orbital gap: 0.30003 hartree

***

(2)
The following is a quantum chemistry calculation of a molecular structure, C23H17CdClF3N6O6S2 in a non-equilibrium geometry, from OMol25.

```
59
C23H17CdClF3N6O6S2 | OMol25 | ωB97M-V with the def2-TZVPD basis set
Cd 0.576 -1.116 0.214
F -1.763 4.623 2.372
C -1.566 3.279 2.560
F -1.460 3.177 3.931
F -2.753 2.720 2.275
C -0.400 2.788 1.811
C 0.659 3.739 1.555
C 1.777 3.295 0.868
C 1.864 1.986 0.453
N 0.867 1.071 0.724
C -0.230 1.456 1.417
S -1.359 0.155 1.718
H 0.567 4.761 1.886
H 2.594 3.975 0.650
H 2.712 1.616 -0.107
O -3.684 -4.676 -2.324
C -4.125 -3.450 -2.538
O -5.190 -3.227 -3.077
C -3.209 -2.359 -2.120
C -3.404 -0.996 -2.313
Cl -4.650 -0.163 -3.126
N -2.340 -0.340 -1.792
N -1.469 -1.212 -1.274
C -1.967 -2.416 -1.439
C -1.216 -3.572 -0.831
O -1.717 -4.715 -0.985
O -0.183 -3.301 -0.184
C -2.093 1.056 -1.621
C -3.066 1.865 -1.052
C -2.766 3.190 -0.789
C -1.501 3.690 -1.069
C -0.535 2.865 -1.628
C -0.829 1.542 -1.915
H -2.756 -4.671 -1.884
H -4.016 1.446 -0.754
H -3.502 3.813 -0.298
H -1.248 4.706 -0.795
H 0.473 3.225 -1.779
H -0.065 0.880 -2.302
O 2.764 -1.874 0.541
N 3.664 -1.181 -0.105
C 4.820 -0.915 0.548
C 5.848 -0.221 -0.033
C 5.678 0.240 -1.341
C 4.492 -0.012 -1.987
C 3.438 -0.725 -1.384
S 1.944 -1.015 -2.145
H 4.833 -1.295 1.558
H 6.747 -0.029 0.534
H 6.461 0.800 -1.835
H 4.313 0.347 -2.990
N -1.004 -2.585 3.834
C 0.163 -2.810 3.119
N 0.340 -4.089 2.638
O 0.982 -1.925 2.972
H -1.798 -3.144 3.562
H -1.208 -1.590 3.818
H -0.504 -4.584 2.389
H 1.000 -4.098 1.870
```

ΔE to the lowest compared entry with this formula, charge and spin: 0.00 kcal per mole
F_max: 0.027 Eh/bohr
Net charge: -2
HOMO (alpha / beta): 0.976 / -1.664 eV
Orbital gap (alpha / beta): 0.12772 / 0.22443 hartree
2S+1: 2

***

(3)
The following is a quantum chemistry calculation of 2 unconnected molecules or ions with the total composition C4H8O2 in a non-equilibrium geometry, from OMol25.

```
14
C4H8O2 | OMol25 | ωB97M-V with the def2-TZVPD basis set
C -1.397 1.252 0.323
C -2.164 0.320 -0.223
C -2.001 -1.181 0.046
H -1.001 1.984 -0.335
H -0.753 1.128 1.204
H -3.082 0.548 -0.769
H -1.406 -1.237 0.960
H -2.978 -1.611 0.220
H -1.388 -1.829 -0.691
O 2.541 -0.394 -0.893
C 1.554 -0.258 -0.288
O 1.435 0.457 0.867
H 0.585 -0.599 -0.828
H 2.262 0.310 1.303
```

ΔE to the lowest compared entry with this formula, charge and spin: 67.91 kcal per mole
F_max: 0.076 Eh/bohr
HOMO: -8.899 eV
SMILES: C=CC.O=CO
Orbital gap: 0.35521 hartree